a.
DFT (ωB97M-V/def2-TZVPD) results for one molecule with the formula C2H8N4.

Output
- LUMO level: 1.04 eV
- E_HOMO: -0.314 Eh
- Molar mass: 88.11 g/mol
- SMILES: CN/N=C/NN

Atoms and positions in Å:
C -2.449 0.388 -0.199
N -1.346 -0.506 0.407
N -0.108 0.331 0.165
C 0.717 -0.630 -0.015
N 2.065 -0.609 -0.105
N 2.762 0.627 0.180
H -2.071 0.301 -1.326
H -3.360 -0.421 -0.033
H -2.409 1.502 -0.038
H -1.630 -0.515 1.404
H 0.300 -1.553 -0.342
H 2.577 -1.392 -0.306
H 2.194 1.268 0.963
H 2.757 1.208 -0.754

So, what does the natural (NBO) scheme give us? The charges, in e, come out as: -0.4684 -0.5015 -0.4198 0.2473 -0.4388 -0.6797 0.1912 0.2114 0.2141 0.3374 0.1782 0.3912 0.3834 0.3541

***

b.
DFT (ωB97M-V/def2-TZVPD) results for a 2-piece molecular cluster, C2H8N4 overall.

Output
- LUMO level: 1.05 eV
- E_HOMO: -0.349 Eh
- Molar mass: 88.11 g/mol
- SMILES: [H]/N=C/N.[H]/N=C/N

Atoms and positions in Å:
H -0.760 4.693 1.699
N -0.247 3.819 1.764
C 0.993 4.024 1.598
N 1.877 2.983 1.441
H 1.469 4.999 1.457
H 1.546 2.077 1.737
H 2.828 3.174 1.730
H -2.114 -3.979 0.194
N -1.478 -4.221 -0.562
C -1.455 -3.449 -1.551
N -0.398 -3.538 -2.510
H -2.252 -2.750 -1.833
H 0.478 -3.526 -2.008
H -0.487 -4.306 -3.157

So, what does the natural (NBO) scheme give us? The charges, in e, come out as: 0.3401 -0.7114 0.2745 -0.8117 0.1423 0.3887 0.3774 0.3465 -0.6455 0.2828 -0.8890 0.1423 0.3792 0.3836

***

c.
DFT (ωB97M-V/def2-TZVPD) results for one molecule with the formula C2H8N4.

Output
- LUMO level: 1.02 eV
- E_HOMO: -0.314 Eh
- Molar mass: 88.11 g/mol
- SMILES: CN/N=C\NN

Atoms and positions in Å:
C 1.697 -1.189 0.656
N 0.668 -0.344 0.320
N -0.067 -0.809 -0.718
C -1.160 -0.232 -0.830
N -1.572 0.715 0.222
N -0.779 1.876 -0.040
H 2.540 -0.713 1.263
H 1.308 -2.099 1.155
H 2.131 -1.700 -0.435
H 0.123 0.104 1.064
H -1.805 -0.346 -1.754
H -2.546 0.825 0.055
H -0.877 2.305 -1.100
H 0.338 1.607 0.141

So, what does the natural (NBO) scheme give us? The charges, in e, come out as: -0.3970 -0.5077 -0.2542 0.1484 -0.5114 -0.7099 0.2056 0.1712 0.2065 0.3803 0.1784 0.3664 0.3350 0.3885

***

Most stable: b

***

a.
DFT (ωB97M-V/def2-TZVPD) results for C7H15NO as an isolated structure.

Output
- LUMO level: 0.87 eV
- E_HOMO: -0.257 Eh
- Molar mass: 129.20 g/mol

Atoms and positions in Å:
C -0.357 0.539 0.110
C 0.338 -0.636 0.491
C 1.171 1.642 0.905
C -0.555 0.909 -1.335
C 1.548 -1.154 -0.235
N 0.673 2.586 1.826
C -1.215 -1.909 -0.040
C -1.287 -2.569 -1.187
O -1.406 0.895 0.933
H -2.231 0.841 0.439
H 0.322 -0.814 1.562
H -0.143 3.074 1.474
H 0.441 2.165 2.717
H 2.023 1.119 1.330
H 1.480 2.114 -0.024
H -1.960 -2.098 0.735
H 0.349 0.750 -1.917
H -1.339 0.281 -1.762
H -0.846 1.958 -1.410
H 1.661 -0.747 -1.237
H 1.469 -2.237 -0.327
H 2.455 -0.948 0.334
H -0.564 -2.418 -1.986
H -2.026 -3.343 -1.394

So, what does the natural (NBO) scheme give us? The charges, in e, come out as: 0.2914 -0.1270 -0.2239 -0.6781 -0.6543 -0.8186 -0.2539 -0.4851 -0.7253 0.4803 0.2231 0.3665 0.3618 0.1838 0.1707 0.1747 0.2232 0.2271 0.2188 0.2116 0.2413 0.2180 0.1799 0.1941

***

b.
DFT (ωB97M-V/def2-TZVPD) results for a 2-piece molecular cluster, C7H15NO overall.

Output
- LUMO level: 0.91 eV
- E_HOMO: -0.289 Eh
- Molar mass: 129.20 g/mol
- SMILES: CC(C)=C(C)N.CC=O

Atoms and positions in Å:
C 1.822 -0.116 0.453
C 0.365 -0.032 0.787
C -0.058 0.976 1.816
C -0.519 -0.945 0.243
C -0.017 -2.269 -0.277
N -1.820 -1.044 0.797
H 2.294 -0.919 1.026
H 1.955 -0.336 -0.608
H 2.331 0.815 0.696
H -1.025 1.426 1.589
H 0.665 1.786 1.889
H -0.152 0.486 2.789
H 0.479 -2.123 -1.236
H -0.838 -2.964 -0.447
H 0.697 -2.728 0.405
H -2.252 -0.148 0.977
H -2.430 -1.625 0.238
C 0.097 1.961 -1.395
C -0.538 0.486 -1.628
O -0.058 -0.234 -2.482
H -0.179 2.417 -0.448
H 1.174 1.966 -1.535
H -0.366 2.561 -2.177
H -1.626 0.602 -1.470

So, what does the natural (NBO) scheme give us? The charges, in e, come out as: -0.6551 0.0093 -0.6507 0.1696 -0.6557 -0.8186 0.2186 0.2366 0.2132 0.2057 0.2182 0.2296 0.2507 0.2126 0.2204 0.3675 0.3718 -0.7054 0.4154 -0.6058 0.2040 0.2174 0.2224 0.1082

***

Most stable: b

***

a.
DFT (ωB97M-V/def2-TZVPD) results for C4H13N as an isolated structure.

Output
- LUMO level: 0.83 eV
- E_HOMO: -0.258 Eh
- Molar mass: 75.15 g/mol

Atoms and positions in Å:
C 1.471 -1.097 0.510
C 1.264 1.263 -0.159
N 1.089 -0.139 -0.522
H 1.910 -0.336 -1.427
H 0.754 -1.013 1.326
H 2.499 -0.940 0.856
H 1.419 -2.100 0.093
H 0.621 1.475 0.695
H 0.949 1.884 -0.995
H 2.309 1.501 0.070
C -1.539 -0.381 -0.627
C -2.112 0.285 0.605
H -1.910 1.357 0.605
H -1.687 -0.134 1.518
H -3.197 0.160 0.671
H -1.926 0.068 -1.541
H -1.706 -1.456 -0.619
H -0.209 -0.398 -1.059

So, what does the natural (NBO) scheme give us? The charges, in e, come out as: -0.4202 -0.4216 -0.5825 0.3430 0.2060 0.1846 0.2089 0.2078 0.2100 0.1860 -0.7773 -0.6129 0.1881 0.1834 0.1977 0.1868 0.1829 0.3292

***

b.
DFT (ωB97M-V/def2-TZVPD) results for a 2-piece molecular cluster, C4H13N overall.

Output
- LUMO level: 1.05 eV
- E_HOMO: -0.323 Eh
- Molar mass: 75.15 g/mol
- SMILES: CCN.CC

Atoms and positions in Å:
C 0.043 -0.448 3.541
C 1.283 -0.160 2.706
N 0.967 0.212 1.338
H -0.217 -1.501 3.604
H 0.129 -0.047 4.538
H -0.836 0.047 3.108
H 1.856 0.669 3.114
H 1.969 -1.012 2.781
H 0.401 -0.395 0.775
H 1.708 0.677 0.848
C -0.349 -0.007 -3.737
C -1.487 0.493 -2.818
H 0.499 0.675 -3.671
H -0.653 -0.085 -4.789
H -0.023 -1.026 -3.501
H -1.177 1.428 -2.358
H -2.370 0.705 -3.420
H -1.745 -0.227 -2.059

So, what does the natural (NBO) scheme give us? The charges, in e, come out as: -0.6253 -0.2107 -0.8665 0.2030 0.2128 0.2137 0.1844 0.1564 0.3652 0.3673 -0.6147 -0.6138 0.2044 0.2042 0.2035 0.2064 0.2052 0.2046

***

c.
DFT (ωB97M-V/def2-TZVPD) results for a 2-piece molecular cluster, C4H13N overall.

Output
- LUMO level: 0.98 eV
- E_HOMO: -0.357 Eh
- Molar mass: 75.15 g/mol
- SMILES: CCN.CC

Atoms and positions in Å:
C 0.301 -0.467 -2.605
C 0.170 -1.184 -1.249
N -1.084 -1.974 -1.134
H -0.470 0.330 -2.676
H 1.264 0.033 -2.758
H 0.137 -1.222 -3.374
H 1.029 -1.856 -1.175
H 0.299 -0.607 -0.326
H -1.722 -1.234 -0.847
H -1.450 -2.067 -2.088
C 0.159 1.202 1.897
C 0.466 2.209 2.983
H 1.079 1.130 1.298
H -0.751 1.428 1.330
H 0.016 0.182 2.263
H 0.304 3.269 2.753
H -0.163 2.027 3.892
H 1.397 2.062 3.538

So, what does the natural (NBO) scheme give us? The charges, in e, come out as: -0.6275 -0.2286 -0.8002 0.1974 0.2154 0.2032 0.1740 0.1927 0.3364 0.3374 -0.6218 -0.6225 0.2047 0.2088 0.2095 0.2107 0.2001 0.2104

***

Most stable: b